(1)
Below is a cluster of 8 separate species, C52H45N9O16 in total at a distorted geometry, with properties calculated with ωB97M-V with the def2-TZVPD basis set.

Each line ends with the Löwdin charge.
Geometry (Å):
O -0.615 1.565 -1.894  0.04
N -1.016 2.119 -0.859  -0.30
O -0.651 3.241 -0.478  0.05
C -1.984 1.396 -0.027  -0.14
C -2.396 0.109 -0.401  0.00
C -3.299 -0.584 0.407  -0.05
C -3.789 0.005 1.574  -0.05
C -3.385 1.291 1.938  -0.05
C -2.480 1.993 1.139  0.00
H -2.024 -0.364 -1.308  0.12
H -3.620 -1.586 0.129  0.11
H -4.489 -0.541 2.203  0.09
H -3.773 1.744 2.847  0.11
H -2.173 2.993 1.439  0.11
O -1.688 -4.054 -0.510  0.05
N -0.704 -3.383 -0.163  -0.31
O -0.736 -2.476 0.681  0.06
C 0.584 -3.679 -0.800  -0.14
C 0.658 -4.671 -1.788  0.00
C 1.882 -4.932 -2.408  -0.07
C 3.019 -4.212 -2.041  -0.07
C 2.945 -3.232 -1.050  -0.06
C 1.727 -2.960 -0.424  0.00
H -0.220 -5.241 -2.086  0.12
H 1.948 -5.695 -3.181  0.11
H 3.970 -4.415 -2.531  0.11
H 3.837 -2.677 -0.767  0.11
H 1.684 -2.191 0.344  0.12
O -6.743 -1.247 2.937  0.05
N -6.308 -1.532 4.062  -0.33
O -6.086 -0.706 4.959  0.06
C -6.032 -2.945 4.351  -0.15
C -6.232 -3.909 3.353  0.00
C -5.945 -5.248 3.626  -0.06
C -5.467 -5.618 4.884  -0.06
C -5.278 -4.658 5.878  -0.06
C -5.559 -3.315 5.617  0.00
H -6.604 -3.636 2.368  0.12
H -6.091 -6.002 2.856  0.10
H -5.239 -6.663 5.090  0.08
H -4.908 -4.955 6.857  0.11
H -5.404 -2.578 6.402  0.12
O 3.585 8.114 -3.729  0.05
N 3.184 8.668 -2.694  -0.32
O 3.549 9.789 -2.313  0.06
C 2.216 7.944 -1.862  -0.15
C 1.804 6.658 -2.236  0.00
C 0.901 5.965 -1.428  -0.06
C 0.411 6.554 -0.261  -0.06
C 0.815 7.839 0.103  -0.07
C 1.720 8.541 -0.695  0.00
H 2.176 6.185 -3.142  0.12
H 0.580 4.963 -1.706  0.09
H -0.289 6.007 0.369  0.10
H 0.427 8.293 1.012  0.11
H 2.027 9.541 -0.396  0.12
O 9.783 5.138 -0.714  0.02
N 9.383 4.916 -1.866  -0.31
O 9.700 3.925 -2.540  0.07
C 8.477 5.897 -2.477  -0.14
C 8.123 7.051 -1.765  0.00
C 7.280 7.992 -2.360  -0.06
C 6.794 7.779 -3.651  -0.07
C 7.140 6.623 -4.353  -0.06
C 7.984 5.676 -3.770  0.00
H 8.494 7.233 -0.759  0.12
H 7.005 8.895 -1.819  0.11
H 6.142 8.518 -4.113  0.10
H 6.754 6.462 -5.357  0.11
H 8.247 4.782 -4.331  0.12
O -6.243 -9.015 5.925  0.06
N -5.759 -9.245 4.807  -0.33
O -6.125 -8.697 3.757  0.05
C -4.681 -10.238 4.720  -0.14
C -4.261 -10.909 5.876  0.00
C -3.252 -11.870 5.782  -0.07
C -2.667 -12.153 4.547  -0.07
C -3.080 -11.475 3.399  -0.07
C -4.090 -10.514 3.479  0.00
H -4.706 -10.701 6.846  0.12
H -2.923 -12.402 6.673  0.11
H -1.885 -12.907 4.478  0.11
H -2.618 -11.699 2.440  0.11
H -4.404 -9.997 2.575  0.12
O 6.593 3.296 5.843  0.06
N 6.659 3.469 4.617  -0.33
O 5.800 3.091 3.808  0.06
C 7.838 4.166 4.088  -0.15
C 8.852 4.579 4.964  -0.01
C 9.981 5.220 4.452  -0.07
C 10.093 5.450 3.080  -0.06
C 9.077 5.048 2.211  -0.06
C 7.944 4.403 2.711  0.01
H 8.779 4.407 6.036  0.12
H 10.777 5.538 5.122  0.11
H 10.979 5.945 2.685  0.11
H 9.171 5.233 1.143  0.07
H 7.162 4.093 2.021  0.12
O -2.808 -2.715 -3.670  -0.17
C -1.944 -2.599 -4.854  -0.25
C -2.252 -1.298 -5.810  -0.14
C -3.386 -0.260 -5.180  -0.01
C -2.833 1.262 -4.808  -0.12
O -1.437 1.718 -5.039  -0.09
C -3.849 2.394 -4.133  0.01
C -5.396 1.917 -3.878  -0.01
C -5.988 0.410 -4.279  -0.15
N -7.435 0.156 -3.965  0.03
C -7.830 -1.234 -4.377  -0.08
C -6.828 -2.311 -5.071  -0.07
N -5.372 -2.075 -5.353  0.05
C -4.980 -0.686 -4.935  -0.10
H -3.006 -3.696 -3.536  0.11
H -0.824 -2.563 -4.443  0.12
H -2.033 -3.630 -5.450  0.13
H -1.211 -0.724 -5.926  0.12
H -2.520 -1.683 -6.888  0.12
H -0.979 1.772 -4.149  0.08
H -3.490 3.471 -3.826  0.10
H -6.125 2.710 -3.372  0.10
H -8.950 -1.569 -4.185  0.10
H -7.268 -3.383 -5.331  0.10

The SMILES is O=[N+]([O-])c1ccccc1.O=[N+]([O-])c1ccccc1.O=[N+]([O-])c1ccccc1.O=[N+]([O-])c1ccccc1.O=[N+]([O-])c1ccccc1.O=[N+]([O-])c1ccccc1.O=[N+]([O-])c1ccccc1.OCCc1c(O)ccc2nccnc12. The HOMO energy comes out at -8.04 eV. Its relative energy (zero: lowest compared OMol25 entry of this formula, charge and spin) is 680.3 kJ/mol. The gap between HOMO and LUMO is 6.95 eV. The largest force on an atom comes out at 0.1347 Eh/bohr. Its energy is -100793.3012 eV. The LUMO energy comes out at -1.090 eV.

***

(2)
Below is a structure of composition C52H45NOP2PdS, with properties calculated with ωB97M-V with the def2-TZVPD basis set.

Each line ends with the Mulliken spin population.
Geometry (Å):
Pd 0.746 0.783 -0.162  0.82
O 0.292 -2.111 -1.183  0.02
S -0.618 -1.558 -0.126  -0.07
C -0.705 -2.716 1.184  0.04
C -0.974 -4.021 0.810  0.01
C -1.178 -5.042 1.750  0.00
C -1.149 -4.700 3.075  0.00
C -1.371 -5.534 4.309  0.00
C -1.211 -4.548 5.494  0.00
C -0.855 -3.232 4.854  0.01
C -0.551 -2.018 5.395  0.00
C -0.180 -0.980 4.519  0.00
C -0.162 -1.094 3.138  0.07
P 0.579 0.312 2.273  0.18
C 1.807 0.979 3.407  0.04
C 2.939 0.195 3.635  0.04
C 3.903 0.610 4.537  0.00
C 3.750 1.816 5.209  0.01
C 2.625 2.598 4.989  0.00
C 1.649 2.180 4.095  0.02
C -0.708 1.559 2.023  0.01
C -0.355 2.854 1.615  0.06
C -1.339 3.785 1.327  -0.01
C -2.680 3.437 1.429  0.04
C -3.038 2.155 1.826  -0.01
C -2.060 1.220 2.124  0.03
C -0.564 -2.337 2.548  -0.04
C -0.851 -3.376 3.450  0.00
C -2.242 -1.589 -0.825  0.02
C -3.326 -2.093 -0.144  0.01
C -4.596 -2.229 -0.744  0.00
C -4.725 -1.893 -2.062  0.01
C -5.894 -1.998 -3.008  0.00
C -5.367 -1.445 -4.359  0.00
C -3.935 -1.059 -4.089  0.00
C -2.977 -0.517 -4.897  0.00
C -1.728 -0.204 -4.322  0.02
C -1.412 -0.456 -2.998  -0.02
P 0.097 0.353 -2.447  0.24
C 1.398 0.042 -3.631  0.11
C 1.873 1.033 -4.492  0.02
C 2.869 0.729 -5.407  -0.01
C 3.391 -0.555 -5.463  0.02
C 2.910 -1.546 -4.617  -0.01
C 1.913 -1.257 -3.700  0.04
C -0.275 2.107 -2.327  0.03
C 0.758 3.050 -2.152  0.10
C 0.461 4.392 -1.977  -0.05
C -0.860 4.809 -1.961  0.08
C -1.892 3.884 -2.107  -0.01
C -1.611 2.545 -2.278  0.07
C -2.368 -1.111 -2.164  -0.02
C -3.620 -1.345 -2.745  0.00
H -1.041 -4.248 -0.247  0.00
H -1.375 -6.052 1.418  0.00
H -0.646 -6.347 4.355  0.00
H -2.358 -5.997 4.291  0.00
H -0.434 -4.864 6.190  0.00
H -2.132 -4.456 6.070  0.00
H -0.545 -1.844 6.462  0.00
H 0.141 -0.047 4.967  0.00
H 3.063 -0.749 3.117  0.01
H 4.774 -0.006 4.717  0.00
H 4.504 2.143 5.912  0.00
H 2.498 3.529 5.524  0.00
H 0.761 2.784 3.958  0.00
H 0.689 3.146 1.550  -0.01
H -1.056 4.786 1.033  0.00
H -3.447 4.168 1.213  0.00
H -4.081 1.887 1.921  0.00
H -2.346 0.228 2.452  0.00
H -3.197 -2.437 0.873  0.00
H -5.416 -2.638 -0.171  0.00
H -6.748 -1.431 -2.638  0.00
H -6.221 -3.035 -3.098  0.00
H -5.941 -0.582 -4.698  0.00
H -5.423 -2.190 -5.153  0.00
H -3.155 -0.299 -5.941  0.00
H -0.992 0.283 -4.952  0.00
H 1.452 2.030 -4.480  0.00
H 3.228 1.493 -6.083  0.00
H 4.167 -0.789 -6.179  0.00
H 3.310 -2.549 -4.672  0.00
H 1.541 -2.024 -3.036  0.01
H 1.792 2.736 -2.197  0.02
H 1.262 5.111 -1.870  0.00
H -1.093 5.859 -1.841  0.00
H -2.921 4.219 -2.102  0.00
H -2.418 1.835 -2.395  0.00
C 4.456 0.932 -1.823  0.10
C 4.130 1.523 -0.443  -0.01
C 4.776 0.691 0.672  0.11
C 4.570 2.991 -0.354  0.10
N 2.718 1.462 -0.274  1.76
H 5.540 0.869 -1.923  0.01
H 4.074 1.565 -2.625  -0.01
H 4.040 -0.069 -1.938  -0.01
H 5.853 0.668 0.502  0.01
H 4.404 -0.334 0.663  -0.01
H 4.585 1.133 1.647  0.00
H 5.651 3.044 -0.485  0.01
H 4.321 3.417 0.617  -0.01
H 4.105 3.590 -1.137  -0.01

As for the net charge: +2. Its multiplicity is 5. The HOMO energy (spin up / spin down) comes out at -12.47 / -12.95 eV. The gap between HOMO and LUMO (spin up / spin down) is 7.75 / 5.38 eV. The largest force on an atom comes out at 0.0179 Eh/bohr. The expectation value of S² is 6.0315. Its energy is -91069.2543 eV. The LUMO energy (spin up / spin down) comes out at -4.722 / -7.577 eV.